Model i:
A structure of composition C4H14N3. Source: the OMol25 dataset; level of theory: the ωB97M-V functional and the def2-TZVPD basis.

Structure (ORCA input):
```
! RIJCOSX wB97M-V def2-TZVPD def2/J DEFGRID3
* xyz 1 1
C -1.851 -0.943 -0.443
N -0.926 -1.819 -1.155
C 0.358 -1.916 -0.536
N 1.101 -0.648 -0.777
H -2.839 -0.992 -0.888
H -1.951 -1.203 0.622
H -1.511 0.092 -0.511
H -1.324 -2.747 -1.239
H 0.927 -2.739 -0.960
H 0.294 -2.059 0.554
H 2.101 -0.825 -0.830
H 0.809 -0.298 -1.693
C 0.280 2.203 1.168
C 0.712 2.931 0.165
N 0.571 0.785 1.319
H -0.354 2.616 1.942
H 0.351 3.937 0.038
H 1.369 2.517 -0.592
H -0.270 0.296 1.614
H 0.892 0.181 0.148
H 1.261 0.630 2.053
*
```

Values from the calculation:
E_HOMO   -13.48 eV
HOMO-LUMO gap   10.696 eV

Here are the Löwdin charges for atoms 1 to 5, given in e: C -0.110; N -0.106; C -0.250; N 0.083; H 0.092

Model ii:
A cluster of 2 separate species, C4H14N3 in total. Source: the OMol25 dataset; level of theory: the ωB97M-V functional and the def2-TZVPD basis.

Structure (ORCA input):
```
! RIJCOSX wB97M-V def2-TZVPD def2/J DEFGRID3
* xyz 1 1
N -2.513 -0.776 0.808
C -1.160 -1.238 0.400
C -0.109 -0.577 1.283
N 1.307 -0.559 0.712
H -2.682 -1.167 1.723
H -3.155 -1.232 0.213
H -1.097 -0.984 -0.658
H -1.134 -2.318 0.467
H -0.455 0.434 1.433
H -0.121 -1.115 2.261
H 1.956 -0.674 1.426
H 1.367 -1.331 0.043
C 0.058 1.025 -1.913
C 1.567 1.444 0.034
N 1.352 1.489 -1.287
H 0.117 -0.027 -2.003
H -0.140 1.537 -2.844
H -0.733 1.328 -1.227
H 0.827 1.865 0.696
H 2.592 1.425 0.345
H 2.155 1.451 -1.912
*
```

Values from the calculation:
E_HOMO   -13.16 eV
HOMO-LUMO gap   9.617 eV

Here are the Löwdin charges for atoms 1 to 5, given in e: N 0.013; C -0.280; C -0.193; N 0.062; H 0.073

Most stable structure, least stable structure: model i, model ii.

Model i:
A cluster of 2 separate species, C4H14N3 in total. Source: the OMol25 dataset; level of theory: the ωB97M-V functional and the def2-TZVPD basis.

Structure (ORCA input):
```
! RIJCOSX wB97M-V def2-TZVPD def2/J DEFGRID3
* xyz 1 1
C -0.164 1.754 -0.821
C -1.534 0.148 0.220
N -0.639 1.080 0.438
N -2.471 0.098 -0.812
N -1.544 -0.945 1.114
H -0.028 0.940 1.152
H -2.667 0.926 -1.341
H -3.102 -0.666 -0.940
H -1.076 -1.347 1.942
H -2.250 -1.541 0.874
H -0.794 1.847 -1.576
H 0.769 1.260 -1.045
H 0.174 2.878 -0.563
C 3.362 -0.333 0.074
C 2.361 -1.515 -0.044
H 3.603 -0.333 1.168
H 4.349 -0.370 -0.594
H 2.885 0.451 -0.492
H 1.824 -1.688 -1.038
H 2.999 -2.484 -0.092
H 1.751 -1.821 0.792
*
```

Values from the calculation:
E_HOMO   -13.78 eV
HOMO-LUMO gap   10.755 eV

Here are the Löwdin charges for atoms 1 to 5, given in e: C 0.012; C -0.340; N 0.094; N 0.208; N 0.190

Model ii:
A cluster of 3 separate species, C4H14N3 in total. Source: the OMol25 dataset; level of theory: the ωB97M-V functional and the def2-TZVPD basis.

Structure (ORCA input):
```
! RIJCOSX wB97M-V def2-TZVPD def2/J DEFGRID3
* xyz 1 1
N -2.956 0.370 1.281
C -3.900 0.131 0.326
C -3.543 -1.474 -0.228
C -2.166 -2.060 0.052
N -1.110 -1.639 -0.866
C -4.026 1.460 -0.749
N -5.066 2.320 -0.164
H -3.299 0.255 2.157
H 31.631 1.414 0.789
H -0.904 -0.668 -0.598
H -5.030 -0.095 0.390
H -3.984 -1.876 -1.188
H -4.170 -2.009 0.499
H -2.334 -3.175 0.176
H -1.923 -1.735 0.990
H 30.433 1.757 0.513
H -0.192 -2.002 -0.769
H -3.145 2.159 -0.954
H -4.448 1.055 -1.707
H -4.498 2.679 0.664
H -5.370 3.134 -0.614
*
```

Values from the calculation:
E_HOMO   -12.51 eV
HOMO-LUMO gap   4.004 eV

Here are the Löwdin charges for atoms 1 to 5, given in e: N 0.340; C -0.248; C -0.024; C -0.289; N 0.040

Model iii:
A cluster of 2 separate species, C4H14N3 in total. Source: the OMol25 dataset; level of theory: the ωB97M-V functional and the def2-TZVPD basis.

Structure (ORCA input):
```
! RIJCOSX wB97M-V def2-TZVPD def2/J DEFGRID3
* xyz 1 1
N -0.972 1.169 -0.630
C -0.504 2.276 0.321
N -1.568 2.901 1.058
H -1.373 0.413 -0.085
H -1.666 1.523 -1.278
H 0.170 1.788 1.049
H 0.039 2.988 -0.296
H -2.157 3.444 0.435
H -2.121 2.267 1.617
C 0.693 -2.797 1.262
C 1.174 -1.732 0.326
C 0.649 -1.482 -0.880
N 1.104 -0.375 -1.678
H -0.293 -3.199 0.985
H 1.354 -3.651 1.357
H 0.572 -2.425 2.279
H 2.031 -1.137 0.666
H -0.175 -2.012 -1.354
H 2.044 -0.087 -1.414
H 1.099 -0.595 -2.674
H -0.097 0.722 -1.068
*
```

Values from the calculation:
E_HOMO   -12.60 eV
HOMO-LUMO gap   9.549 eV

Here are the Löwdin charges for atoms 1 to 5, given in e: N 0.158; C -0.224; N 0.036; H 0.140; H 0.155

Most stable structure, least stable structure: model iii, model ii.

Model i:
A cluster of 2 separate species, C4H14N3 in total. Source: the OMol25 dataset; level of theory: the ωB97M-V functional and the def2-TZVPD basis.

Structure (ORCA input):
```
! RIJCOSX wB97M-V def2-TZVPD def2/J DEFGRID3
* xyz 1 1
C 0.690 1.958 -1.682
C -0.795 2.276 -1.803
H 1.289 2.811 -2.018
H 0.994 1.737 -0.660
H 0.965 1.151 -2.359
H -1.064 2.132 -2.849
H -1.054 3.274 -1.463
H -1.441 1.661 -1.162
C 1.420 -2.468 0.949
C -0.464 -0.881 1.052
N 0.019 -2.091 0.762
N 0.068 -0.148 2.019
N -1.542 -0.421 0.411
H -0.647 -2.744 0.382
H 0.676 -0.501 2.739
H -0.257 0.797 2.151
H -1.916 -0.948 -0.366
H -2.293 0.049 0.901
H 1.539 -3.103 1.830
H 2.020 -1.584 1.113
H 1.793 -2.959 0.053
*
```

Values from the calculation:
E_HOMO   -14.48 eV
HOMO-LUMO gap   11.236 eV

Here are the Löwdin charges for atoms 1 to 5, given in e: C -0.170; C -0.170; H 0.071; H 0.043; H 0.062

Model ii:
A cluster of 2 separate species, C4H14N3 in total. Source: the OMol25 dataset; level of theory: the ωB97M-V functional and the def2-TZVPD basis.

Structure (ORCA input):
```
! RIJCOSX wB97M-V def2-TZVPD def2/J DEFGRID3
* xyz 1 1
C 0.567 -1.746 -0.129
C 0.752 -3.221 0.239
H 0.304 -1.601 -1.162
H -0.260 -1.224 0.447
H 1.561 -1.128 -0.006
H -0.050 -3.607 0.868
H 1.739 -3.591 0.512
H 0.368 -3.796 -0.598
C -1.499 1.427 1.367
C -0.056 1.496 -0.614
N -1.253 1.546 -0.052
N 1.010 1.724 0.190
N 0.125 1.638 -1.961
H -2.025 1.703 -0.710
H 0.852 1.544 1.178
H 1.952 2.003 -0.034
H -0.636 1.441 -2.494
H 0.980 1.269 -2.404
H -0.603 1.573 2.015
H -1.732 0.353 1.505
H -2.097 2.198 1.843
*
```

Values from the calculation:
E_HOMO   -14.33 eV
HOMO-LUMO gap   11.187 eV

Here are the Löwdin charges for atoms 1 to 5, given in e: C -0.188; C -0.158; H 0.039; H 0.053; H 0.090

Most stable structure, least stable structure: model i, model ii.